{
  "formula": "C31H32CuN7OS3Si",
  "method": "ωB97M-V/def2-TZVPD",
  "symbols": ["Cu", "C", "Si", "C", "C", "N", "C", "C", "C", "C", "C", "C", "O", "C", "C", "C", "C", "C", "C", "H", "H", "H", "H", "H", "H", "H", "H", "H", "H", "H", "H", "H", "H", "H", "H", "H", "H", "S", "C", "S", "C", "C", "N", "C", "N", "N", "C", "C", "C", "C", "C", "N", "H", "H", "H", "H", "H", "H", "N", "C", "S", "N", "C", "C", "C", "C", "C", "C", "H", "H", "H", "H", "H", "H", "H", "H"],
  "positions_angstrom": [[0.2936, -0.1426, -0.0778], [2.0637, -3.3374, -1.1782], [1.9510, -2.8282, 0.6598], [2.2900, -4.4566, 1.6320], [3.4796, -1.8187, 1.2325], [0.5110, -1.9027, 0.9148], [-0.6648, -2.3581, 1.4466], [-0.8421, -3.6355, 1.9905], [-2.0211, -4.0365, 2.5863], [-3.0971, -3.1739, 2.6649], [-2.9729, -1.9026, 2.1223], [-1.7920, -1.5055, 1.5309], [-1.6578, -0.2635, 0.9380], [-2.6742, 0.6511, 1.0303], [-2.8583, 1.3922, 2.1927], [-3.8555, 2.3486, 2.2348], [-4.6536, 2.5779, 1.1259], [-4.4587, 1.8441, -0.0319], [-3.4736, 0.8766, -0.0833], [3.0851, -3.5429, -1.4821], [1.6912, -2.5333, -1.8008], [1.4582, -4.2133, -1.3960], [3.3415, -4.7121, 1.5404], [1.7234, -5.2999, 1.2510], [2.0802, -4.3557, 2.6929], [4.2846, -1.9538, 0.5165], [3.8404, -2.1547, 2.2025], [3.2811, -0.7547, 1.2917], [-0.0251, -4.3275, 1.9394], [-2.0878, -5.0357, 2.9981], [-4.0283, -3.4779, 3.1206], [-3.8041, -1.2103, 2.1604], [-2.2219, 1.2050, 3.0468], [-4.0056, 2.9194, 3.1396], [-5.4221, 3.3354, 1.1642], [-5.0747, 2.0201, -0.9005], [-3.3139, 0.2833, -0.9719], [0.0142, 1.6383, -1.5847], [-0.8238, 0.6008, -2.6612], [-0.8998, -1.0217, -2.0746], [-1.3133, 1.0236, -3.8875], [-2.0936, 0.2234, -4.7273], [-2.7516, -0.3771, -5.4583], [-0.9899, 2.2823, -4.4078], [-0.6847, 3.2756, -4.9073], [1.1459, -0.2878, 3.0516], [1.1504, 1.0166, 2.7239], [1.6959, 1.9804, 3.5948], [1.5385, 3.3123, 3.3054], [0.8471, 3.6724, 2.1512], [0.3782, 2.6674, 1.3323], [0.5419, 1.3735, 1.5838], [1.8099, -0.6089, 3.7347], [0.9073, -0.9311, 2.2820], [2.2229, 1.6491, 4.4774], [1.9369, 4.0645, 3.9727], [0.6981, 4.7050, 1.8793], [-0.1603, 2.9174, 0.4293], [2.0115, -0.4009, -3.5524], [3.0503, 0.0658, -2.8362], [2.9776, 0.0898, -1.1812], [4.1265, 0.4609, -3.5760], [5.4564, 0.6904, -3.2433], [5.9889, 0.5188, -1.9676], [7.3323, 0.7485, -1.7385], [8.1682, 1.1562, -2.7638], [7.6457, 1.3216, -4.0361], [6.3080, 1.0826, -4.2794], [1.1590, -0.6485, -3.0563], [1.9064, -0.1807, -4.5301], [3.9375, 0.5644, -4.5652], [5.3482, 0.2105, -1.1613], [7.7260, 0.6059, -0.7419], [9.2156, 1.3400, -2.5711], [8.2855, 1.6386, -4.8474], [5.9179, 1.1966, -5.2834]],
  "e_homo_ha": [-0.1734, -0.1743],
  "s2": 0.76,
  "homo_lumo_gap_ev": [7.099, 6.671],
  "multiplicity": 2,
  "e_above_lowest_kj_mol": 24.7,
  "total_charge": -1,
  "lumo_energy_ev": [2.38, 1.93]
}

{
  "formula": "C4H4O2",
  "method": "ωB97M-V/def2-TZVPD",
  "symbols": ["C", "C", "C", "C", "O", "O", "H", "H", "H", "H"],
  "positions_angstrom": [[-0.1440, 1.2820, 0.0231], [-0.1061, -0.1648, 0.3020], [-1.6110, -0.8400, 0.4425], [0.9909, -1.0283, -0.0227], [-1.6572, -1.5481, -0.4806], [2.1343, -0.5914, 0.0565], [0.7847, -2.1044, -0.1448], [0.8861, 1.6434, -0.0602], [-0.6611, 1.8215, 0.8206], [-0.6166, 1.5302, -0.9362]],
  "e_homo_ha": [-0.3413, -0.3311],
  "homo_lumo_gap_ev": [8.022, 7.400],
  "smiles": "CC(=C=O)C=O",
  "e_above_lowest_kj_mol": 346.4,
  "lumo_energy_ev": [-1.26, -1.61]
}

{
  "formula": "C20H22O5",
  "method": "ωB97M-V/def2-TZVPD",
  "symbols": ["C", "C", "C", "C", "C", "C", "C", "C", "C", "H", "O", "C", "H", "H", "H", "O", "C", "C", "O", "C", "C", "C", "C", "C", "C", "O", "C", "H", "H", "H", "H", "C", "O", "H", "H", "H", "H", "H", "H", "H", "H", "H", "H", "H", "H", "H", "H"],
  "positions_angstrom": [[1.9096, 7.0144, -3.2919], [1.9016, 5.7745, -2.4661], [1.8188, 4.5443, -2.9681], [1.8040, 3.2946, -2.2238], [1.8951, 3.2204, -0.8361], [1.8627, 1.9966, -0.2052], [1.7505, 0.8022, -0.9122], [1.6755, 0.8574, -2.3154], [1.6951, 2.0976, -2.9343], [1.6348, 2.1536, -4.0099], [1.5898, -0.3266, -3.0100], [1.4348, -0.2811, -4.4069], [2.3023, 0.1735, -4.8955], [0.5268, 0.2579, -4.6954], [1.3517, -1.3203, -4.7228], [1.7582, -0.3182, -0.1234], [1.2717, -1.5534, -0.5979], [-0.2222, -1.5086, -0.9844], [-1.0313, -2.3662, -0.2126], [-1.3047, -2.0540, 1.0775], [-0.8102, -0.9545, 1.7662], [-1.1739, -0.7327, 3.0812], [-2.0354, -1.6075, 3.7336], [-2.5346, -2.7222, 3.0476], [-2.1823, -2.9549, 1.7349], [-2.6099, -4.0015, 0.9782], [-3.4847, -4.9337, 1.5637], [-4.4242, -4.4650, 1.8751], [-3.6902, -5.6693, 0.7878], [-3.0256, -5.4336, 2.4230], [-3.2010, -3.3927, 3.5680], [-2.4161, -1.3695, 5.1223], [-2.0491, -0.4448, 5.8060], [-3.1052, -2.1368, 5.5335], [-0.7923, 0.1196, 3.6214], [-0.1271, -0.2711, 1.2897], [-0.3582, -1.8607, -2.0085], [-0.5828, -0.4732, -0.9208], [1.8728, -1.9117, -1.4366], [1.4016, -2.2368, 0.2466], [1.9294, 1.9287, 0.8695], [1.9855, 4.1154, -0.2430], [1.7524, 4.4325, -4.0444], [1.9683, 5.9343, -1.3992], [1.8398, 6.7829, -4.3521], [2.8251, 7.5791, -3.1143], [1.0726, 7.6560, -3.0157]],
  "e_homo_ha": -0.2873,
  "homo_lumo_gap_ev": 8.324,
  "smiles": "C/C=C/c1ccc(OCCOc2ccc(C=O)cc2OC)c(OC)c1",
  "e_above_lowest_kj_mol": 233.1,
  "lumo_energy_ev": 0.50
}

{
  "formula": "CH2FN",
  "method": "ωB97M-V/def2-TZVPD",
  "symbols": ["C", "N", "F", "H", "H"],
  "positions_angstrom": [[-0.2579, -0.2815, 0.0623], [0.4427, 0.8651, 0.0128], [-1.5444, -0.1540, 0.0194], [-0.0475, -1.4170, 0.0013], [1.4071, 0.9874, -0.0958]],
  "e_homo_ha": -0.3902,
  "homo_lumo_gap_ev": 11.799,
  "smiles": "[H]/N=C/F",
  "e_above_lowest_kj_mol": 55.4,
  "lumo_energy_ev": 1.18
}